Entry from the Open Molecules 2025 dataset: a 14-piece molecular cluster, C28H56Br10Cl18 overall in a non-equilibrium geometry (ωB97M-V/def2-TZVPD).

Last column: Löwdin charge in e.
Positions of all 112 atoms, in Å:
Cl (2.197, -0.605, -8.056)  0.515
C (2.693, -1.985, -7.014)  -0.649
C (1.988, -1.996, -5.664)  -0.612
Cl (0.243, -2.450, -6.006)  0.471
H (3.724, -1.846, -6.710)  0.069
H (2.553, -2.878, -7.552)  0.047
H (1.981, -1.125, -5.080)  -0.025
H (2.411, -2.901, -5.107)  0.104
Cl (-7.090, -0.841, 2.938)  0.581
C (-5.752, -1.505, 3.871)  -0.681
C (-5.097, -2.697, 3.189)  -0.643
Cl (-4.198, -2.172, 1.765)  0.559
H (-6.178, -1.965, 4.760)  0.076
H (-5.010, -0.758, 4.035)  0.023
H (-5.744, -3.508, 2.903)  0.072
H (-4.244, -3.038, 3.769)  0.039
Cl (3.225, -5.369, 7.316)  0.571
C (4.678, -4.811, 6.517)  -0.677
C (5.246, -3.447, 6.980)  -0.596
Cl (4.498, -1.998, 6.190)  0.496
H (4.429, -4.654, 5.481)  0.014
H (5.431, -5.577, 6.698)  0.072
H (6.313, -3.355, 6.719)  0.074
H (5.062, -3.321, 8.040)  0.055
Cl (4.649, 1.770, 4.650)  0.540
C (3.256, 2.118, 3.550)  -0.667
C (2.045, 2.205, 4.453)  -0.552
Cl (0.533, 2.384, 3.350)  0.495
H (3.232, 1.308, 2.841)  0.036
H (3.520, 3.012, 3.006)  -0.021
H (2.019, 3.077, 5.120)  0.080
H (2.033, 1.204, 4.915)  0.046
Cl (2.881, 1.884, -5.352)  0.561
C (1.823, 3.378, -5.174)  -0.580
C (1.614, 3.457, -3.691)  -0.715
Cl (0.425, 4.706, -3.321)  0.634
H (0.899, 3.190, -5.731)  0.012
H (2.275, 4.255, -5.713)  0.099
H (2.495, 3.545, -3.126)  0.015
H (1.176, 2.464, -3.481)  0.043
Cl (-4.177, -0.032, -6.707)  0.537
C (-3.761, 1.698, -6.460)  -0.645
C (-2.354, 1.851, -7.025)  -0.669
Cl (-1.671, 3.467, -6.634)  0.553
H (-3.772, 1.816, -5.333)  0.062
H (-4.479, 2.417, -6.923)  0.088
H (-2.267, 1.861, -8.134)  0.075
H (-1.735, 1.017, -6.736)  0.053
Cl (-2.245, 4.152, -0.724)  0.569
C (-3.808, 3.954, 0.069)  -0.704
C (-3.940, 3.014, 1.244)  -0.633
Cl (-2.947, 3.590, 2.627)  0.535
H (-4.508, 3.714, -0.730)  0.040
H (-4.044, 4.960, 0.330)  0.050
H (-3.578, 1.964, 1.053)  0.064
H (-5.002, 2.956, 1.474)  0.080
Cl (2.560, -4.416, -0.733)  0.565
C (0.858, -3.865, -0.853)  -0.728
C (-0.110, -4.865, -1.479)  -0.690
Cl (-1.719, -4.251, -1.245)  0.587
H (0.713, -2.869, -1.360)  0.009
H (0.576, -3.656, 0.196)  -0.031
H (0.037, -5.876, -0.940)  0.105
H (0.142, -4.949, -2.531)  0.067
Cl (-0.348, 0.144, 6.508)  0.531
C (-0.972, -0.525, 4.945)  -0.654
C (-2.480, -0.528, 4.911)  -0.673
Cl (-3.054, -1.669, 6.134)  0.591
H (-0.645, -1.570, 4.876)  0.051
H (-0.626, 0.145, 4.055)  0.045
H (-2.840, -0.766, 3.923)  0.035
H (-2.867, 0.427, 5.182)  0.060
Br (-8.483, -0.407, -0.463)  0.626
C (-6.549, -0.332, -0.675)  -0.717
C (-6.298, 0.641, -1.864)  -0.646
Br (-4.352, 0.953, -2.000)  0.716
H (-6.179, -1.361, -0.840)  0.060
H (-6.086, -0.011, 0.255)  0.004
H (-6.873, 1.538, -1.537)  0.054
H (-6.750, 0.313, -2.772)  0.043
Br (3.354, -0.257, -0.111)  0.601
C (4.897, 0.086, -1.359)  -0.624
C (4.364, 0.189, -2.781)  -0.710
Br (5.991, 0.256, -3.870)  0.623
H (5.471, -0.824, -1.170)  0.043
H (5.434, 1.010, -1.024)  0.080
H (3.863, 1.183, -2.976)  0.014
H (3.703, -0.630, -3.095)  0.051
Br (2.856, 5.558, 2.311)  0.627
C (1.278, 5.355, 1.108)  -0.636
C (1.637, 4.967, -0.295)  -0.587
Br (2.280, 3.048, -0.298)  0.623
H (0.613, 6.227, 1.239)  0.078
H (0.751, 4.517, 1.534)  -0.021
H (2.443, 5.423, -0.818)  0.040
H (0.843, 4.964, -1.010)  -0.056
Br (-0.123, -0.621, -3.049)  0.687
C (-0.113, 0.679, -1.608)  -0.710
C (-1.136, 0.424, -0.569)  -0.691
Br (-0.741, -1.120, 0.546)  0.661
H (-0.377, 1.601, -2.056)  0.025
H (0.915, 0.640, -1.248)  -0.045
H (-2.098, 0.310, -1.078)  -0.044
H (-1.296, 1.231, 0.082)  0.018
Br (0.770, -4.262, 3.031)  0.612
C (2.750, -4.262, 2.761)  -0.651
C (3.137, -2.792, 2.792)  -0.702
Br (5.120, -2.727, 2.790)  0.579
H (3.049, -4.717, 1.791)  0.013
H (3.208, -4.781, 3.610)  0.030
H (2.685, -2.173, 3.601)  0.054
H (2.871, -2.300, 1.860)  -0.028

Computed properties:
frontier orbital gap = 0.3745 Eh
lowest unoccupied orbital energy = 0.17 eV

---

Entry from the Open Molecules 2025 dataset: a 2-piece molecular cluster, C35H37N2O overall in a non-equilibrium geometry (ωB97M-V/def2-TZVPD).

Last column: Löwdin charge in e.
Positions of all 75 atoms, in Å:
C (6.923, -0.598, 2.891)  -0.031
O (6.123, 0.521, 3.401)  -0.070
C (4.809, 0.642, 3.085)  -0.239
C (4.123, -0.335, 2.330)  0.010
C (2.806, -0.101, 1.966)  -0.070
C (2.133, 1.116, 2.210)  -0.215
C (0.760, 1.351, 1.782)  0.124
C (-0.298, 0.576, 2.277)  -0.106
C (-1.712, 0.954, 2.474)  -0.104
C (-2.412, 2.155, 2.527)  0.006
C (-3.787, 2.134, 2.860)  -0.055
C (-4.471, 0.930, 3.118)  -0.061
C (-3.751, -0.275, 3.191)  0.012
C (-2.393, -0.210, 2.904)  -0.166
N (-1.438, -1.204, 3.118)  -0.038
C (-1.671, -2.551, 3.607)  0.022
C (-0.204, -0.736, 2.809)  0.076
C (2.837, 2.059, 3.009)  -0.010
C (4.110, 1.824, 3.478)  0.025
H (7.921, -0.441, 3.312)  0.098
H (6.535, -1.579, 3.208)  0.094
H (6.980, -0.580, 1.794)  0.100
H (4.630, -1.261, 2.045)  0.115
H (2.310, -0.875, 1.392)  0.083
H (0.483, 2.297, 1.323)  0.140
H (-1.897, 3.091, 2.301)  0.123
H (-4.354, 3.070, 2.901)  0.118
H (-5.549, 0.931, 3.327)  0.122
H (-4.193, -1.221, 3.515)  0.115
H (-2.742, -2.765, 3.646)  0.093
H (-1.177, -3.274, 2.938)  0.112
H (-1.237, -2.672, 4.612)  0.115
H (0.671, -1.366, 2.936)  0.153
H (2.315, 2.980, 3.265)  0.124
H (4.584, 2.526, 4.160)  0.128
C (-5.059, 1.671, -1.581)  -0.077
C (-4.812, 1.745, -2.943)  -0.028
C (-3.742, 1.024, -3.520)  -0.160
C (-3.431, 1.128, -4.896)  -0.031
C (-2.378, 0.410, -5.444)  -0.057
C (-1.645, -0.482, -4.639)  -0.034
C (-1.878, -0.593, -3.275)  -0.151
C (-1.083, -1.524, -2.378)  -0.097
C (-0.034, -0.721, -1.612)  -0.336
C (0.933, -1.593, -0.823)  -0.098
C (2.366, -1.416, -1.410)  -0.262
C (2.318, -1.807, -2.911)  -0.130
C (1.397, -0.830, -3.607)  -0.142
N (0.709, 0.043, -2.585)  -0.114
C (1.702, 0.935, -1.944)  -0.145
C (2.783, 0.080, -1.313)  -0.132
C (-2.923, 0.181, -2.679)  -0.104
C (-3.161, 0.189, -1.287)  -0.034
C (-4.217, 0.910, -0.746)  -0.074
H (-5.898, 2.208, -1.144)  0.102
H (-5.446, 2.345, -3.601)  0.117
H (-4.039, 1.784, -5.521)  0.114
H (-2.115, 0.523, -6.498)  0.108
H (-0.879, -1.088, -5.120)  0.100
H (-1.749, -2.005, -1.647)  0.122
H (-0.562, -2.305, -2.955)  0.123
H (-0.527, -0.008, -0.929)  0.128
H (0.870, -1.321, 0.239)  0.072
H (0.635, -2.647, -0.921)  0.120
H (3.070, -2.053, -0.863)  0.133
H (3.310, -1.759, -3.370)  0.116
H (1.941, -2.832, -3.010)  0.114
H (1.975, -0.138, -4.236)  0.130
H (0.679, -1.370, -4.222)  0.078
H (2.114, 1.555, -2.744)  0.120
H (1.234, 1.575, -1.183)  0.111
H (2.924, 0.356, -0.268)  0.069
H (3.737, 0.235, -1.829)  0.120
H (-2.511, -0.387, -0.625)  0.088
H (-4.377, 0.868, 0.328)  0.077

Computed properties:
total charge = +1
energy relative to the best compared isomer or geometry (same formula, charge and spin) = 0.703 eV
frontier orbital gap = 0.1692 Eh
lowest unoccupied orbital energy = -5.07 eV

---

Entry from the Open Molecules 2025 dataset: C2H5MnNO3Si as an isolated structure in a non-equilibrium geometry (ωB97M-V/def2-TZVPD).

Last column: Löwdin charge in e.
Positions of all 13 atoms, in Å:
O (-1.756, -1.791, -0.261)  0.041
C (-0.611, -1.827, -0.734)  -0.251
C (0.295, -0.519, -0.997)  -0.250
Si (1.008, -0.007, 0.711)  0.756
O (0.421, 1.586, 1.267)  -0.213
N (-0.797, 1.766, 0.670)  -0.283
O (-1.670, 1.715, 1.489)  0.204
H (-0.131, -2.837, -0.958)  0.157
H (1.166, -0.846, -1.671)  0.107
H (-0.277, 0.297, -1.547)  0.068
H (2.475, -0.063, 0.693)  -0.001
H (0.517, -0.973, 1.718)  0.027
Mn (-0.642, 3.499, -0.380)  1.640

Computed properties:
total charge = +2
expectation value of S² = 8.77
2S+1 = 6
energy relative to the best compared isomer or geometry (same formula, charge and spin) = 0.000 eV
frontier orbital gap (alpha / beta) = 0.1454 / 0.1243 Eh
lowest unoccupied orbital energy (alpha / beta) = -12.84 / -13.15 eV

---

no.,total energy (eV)
1,-955774.700
2,-41915.822
3,-48959.934